(1)
Computed, not measured: a single C3H6N2O2 molecule, with the ωB97M-V functional and the def2-TZVPD basis.

Atoms and positions in Å:
C -0.29850 1.92467 0.08378
C 0.37929 0.57240 0.11058
C -1.44132 -0.90637 0.23330
H 0.32142 2.62653 -0.51897
H -1.34939 1.90914 -0.32057
H -0.36948 2.29641 1.11324
H -1.88436 -1.65490 0.92047
H 1.67906 -1.38296 0.63244
H 3.00923 -0.95100 -0.24487
N 1.52909 0.31707 -0.33069
N 1.98608 -0.97767 -0.24718
O -0.31828 -0.44679 0.80352
O -1.91290 -0.52360 -0.81635

Atoms 1-2, force components in eV/Å:
C -0.1 0.2 -0.4
C -0.4 0.4 -0.2

Computed properties:
SMILES	C/C(=N/N)OC=O
energy above the lowest of the compared OMol25 structures with the same formula, charge and spin	232.0	kJ/mol
gap between HOMO and LUMO	10.2	eV
multiplicity	1

Atomic partial charges in e from the natural (NBO) method, atoms 1 to 5:
1. C -0.68
2. C 0.47
3. C 0.65
4. H 0.25
5. H 0.25

***

(2)
Computed, not measured: a single C7H8O2 molecule, with the ωB97M-V functional and the def2-TZVPD basis.

Atoms and positions in Å:
C -0.98768 -0.12069 -1.23268
C -1.51555 -0.68306 -0.01164
C 0.29957 0.13848 -1.64201
C -1.42057 -0.28246 1.19920
C -1.54884 0.04294 2.46079
C 1.37284 0.04489 -0.56679
C 2.80617 0.10049 -1.15354
O -2.51352 0.85735 3.03192
O 1.21167 -0.07317 0.64021
H -1.84049 -0.03248 -1.80224
H -2.01654 -1.65408 -0.22685
H 0.75920 0.36358 -2.55461
H -0.67860 0.03899 3.14650
H 2.89209 -0.26627 -2.23651
H 3.59704 -0.46884 -0.61532
H 3.05070 1.17697 -1.11595
H -3.46750 0.81736 2.67951

Atoms 1-2, force components in eV/Å:
C 2.8 0.7 -0.7
C 0.3 -1.9 -0.4

Computed properties:
SMILES	CC(=O)/C=C\C=C=CO
energy above the lowest of the compared OMol25 structures with the same formula, charge and spin	371.9	kJ/mol
gap between HOMO and LUMO	8.7	eV
multiplicity	1

Atomic partial charges in e from the natural (NBO) method, atoms 1 to 5:
1. C -0.09
2. C -0.30
3. C -0.33
4. C 0.04
5. C 0.07

***

(3)
Computed, not measured: a molecular structure, C5H14N4, with the ωB97M-V functional and the def2-TZVPD basis.

Atoms and positions in Å:
C -2.20297 -0.10457 0.34405
C -0.82605 -0.71725 0.52198
C 0.41300 -0.28171 -0.12940
C 1.49336 -1.51163 -0.22161
C 0.53919 1.09153 -0.60951
H -2.50836 -0.06693 -1.46532
H -3.84374 -0.49550 -0.64174
H -2.08622 1.05873 0.49687
H -2.57858 -0.39905 1.45427
H -0.99538 -1.91263 0.41877
H -0.10982 0.69443 1.32769
H 1.38247 -2.26255 0.89477
H 1.35082 -2.11843 -1.19916
H 3.39000 -0.64165 -1.41269
H 2.85369 0.21439 0.85076
H 1.42826 1.22676 -1.31783
H -0.20829 1.31455 -1.17674
H 0.09375 2.51002 0.72703
H 1.62393 2.04030 0.52544
N -2.79430 -0.67066 -0.74128
N 0.06865 -0.30589 1.35184
N 2.80943 -0.96163 -0.06777
N 0.70714 2.29937 0.06960

Atoms 1-2, force components in eV/Å:
C 2.8 1.6 7.0
C -5.6 -5.8 -5.5

Computed properties:
energy above the lowest of the compared OMol25 structures with the same formula, charge and spin	984.1	kJ/mol
gap between HOMO and LUMO	8.7	eV
multiplicity	1

Atomic partial charges in e from the natural (NBO) method, atoms 1 to 5:
1. C -0.22
2. C -0.04
3. C 0.01
4. C -0.23
5. C -0.28

***

(4)
Computed, not measured: 2 unconnected molecules or ions with the total composition C4H11N3O2, with the ωB97M-V functional and the def2-TZVPD basis.

Atoms and positions in Å:
C -0.01883 1.69955 0.60750
C -1.90724 1.34195 -0.81275
N -2.22625 0.24240 -0.16444
N -0.63938 1.89740 -0.66819
N -2.69406 1.95439 -1.81598
H 1.79211 0.01880 0.52253
H -3.02445 -0.32622 -0.19404
H -0.63735 2.86525 -0.84734
H -2.30212 2.79181 -2.39311
H -3.42727 1.36439 -2.24917
H 0.19739 0.72649 1.04365
H -0.52785 2.23527 1.41482
H 1.01111 2.00760 0.37951
C 1.14137 -2.35267 -0.34946
C 1.91611 -1.95471 0.83156
O 2.12670 -0.58230 0.94225
O 2.45190 -2.59428 1.67139
H 1.56888 -2.74499 -1.17101
H 0.40990 -1.52877 -0.59423
H 0.44010 -3.06113 0.05850

Atoms 1-2, force components in eV/Å:
C 1.9 0.3 0.8
C -2.1 -2.9 -0.7

Computed properties:
SMILES	[H]/N=C(\N)NC.CC(=O)O
energy above the lowest of the compared OMol25 structures with the same formula, charge and spin	315.7	kJ/mol
gap between HOMO and LUMO	9.8	eV
multiplicity	1

Atomic partial charges in e from the natural (NBO) method, atoms 1 to 5:
1. C -0.43
2. C 0.59
3. N -0.84
4. N -0.61
5. N -0.86

***

| no. | electronic energy (eV) | largest force on an atom (eV/Å) |
| --- | --- | --- |
| 1 | -10282.393 | 1.7 |
| 2 | -11479.706 | 4.6 |
| 3 | -11362.214 | 9.7 |
| 4 | -12889.558 | 15.0 |